C4H9N3O | ωB97M-V with the def2-TZVPD basis set

- SMILES string = [H]/N=C(/N)[C@]1(N)C[C@@H]1O
- total charge = 0
- LUMO level (eV) = 0.76
- gap between HOMO and LUMO (hartree) = 0.3595
- energy relative to the best compared isomer or geometry (same formula, charge and spin) (kcal per mole) = 55.0

Bonds (Å) are listed after each position.
Geometry (Å):
1 C -0.376 -0.571 0.918  C2 1.518, N14 1.365, N15 1.263
2 C 0.565 -0.174 -0.204  C1 1.518, C3 1.499, C4 1.489, N16 1.410
3 C 1.037 1.248 -0.251  C2 1.499, C4 1.458, H10 1.099, H11 1.108
4 C 0.097 0.768 -1.257  C2 1.489, C3 1.458, H12 1.052, O17 1.458
5 H -2.081 -1.548 1.155  N14 1.016
6 H -1.608 -1.233 -0.629  N14 1.094
7 H 0.450 0.547 2.229  N15 1.038
8 H 2.391 -0.869 0.267  N16 1.045
9 H 1.327 -1.986 -0.488  N16 1.049
10 H 2.097 1.333 -0.528  C3 1.099
11 H 0.776 1.919 0.592  C3 1.108
12 H 0.502 0.590 -2.212  C4 1.052
13 H -1.397 2.085 -1.463  O17 1.019
14 N -1.391 -1.347 0.437  C1 1.365, H5 1.016, H6 1.094
15 N -0.286 -0.175 2.114  C1 1.263, H7 1.038
16 N 1.677 -0.997 -0.484  C2 1.410, H8 1.045, H9 1.049
17 O -1.299 1.147 -1.078  C4 1.458, H13 1.019

C42H103N5O16P3 | ωB97M-V with the def2-TZVPD basis set

- total charge = +2
- LUMO level (spin up / spin down) (eV) = -5.08 / -10.80
- gap between HOMO and LUMO (spin up / spin down) (hartree) = 0.2833 / 0.0733
- spin multiplicity = 2

Bonds (Å) are listed after each position.
Geometry (Å):
1 C -25.536 -19.155 -21.806  C2 1.456, H11 1.090, H12 1.090, H13 1.090
2 C -24.338 -19.730 -21.210  C1 1.456, C3 1.574, H14 1.090, H15 1.090
3 C -23.727 -18.790 -20.106  C2 1.574, C4 1.543, H16 1.090, H17 1.090
4 C -22.969 -17.597 -20.724  C3 1.543, N5 1.535, H18 1.090, H19 1.090
5 N -22.022 -16.742 -19.871  C4 1.535, C6 1.562, C9 1.530, C10 1.505
6 C -22.660 -15.737 -18.859  N5 1.562, C7 1.485, H20 1.090, H21 1.090
7 C -22.925 -14.465 -19.577  C6 1.485, C8 1.485, H22 1.090, H23 1.090
8 C -22.212 -14.468 -20.880  C7 1.485, C9 1.573, H24 1.090, H25 1.090
9 C -21.264 -15.712 -20.710  N5 1.530, C8 1.573, H26 1.090, H27 1.090
10 C -20.991 -17.535 -19.113  N5 1.505, H28 1.090, H29 1.090, H30 1.090
11 H -25.460 -18.090 -22.028  C1 1.090
12 H -26.402 -19.212 -21.146  C1 1.090
13 H -25.809 -19.765 -22.666  C1 1.090
14 H -23.727 -19.802 -22.109  C2 1.090
15 H -24.417 -20.751 -20.836  C2 1.090
16 H -23.132 -19.383 -19.411  C3 1.090
17 H -24.504 -18.346 -19.484  C3 1.090
18 H -23.665 -16.925 -21.227  C4 1.090
19 H -22.319 -17.924 -21.536  C4 1.090
20 H -21.952 -15.631 -18.037  C6 1.090
21 H -23.596 -16.172 -18.507  C6 1.090
22 H -22.622 -13.652 -18.918  C7 1.090
23 H -23.980 -14.325 -19.812  C7 1.090
24 H -21.694 -13.557 -21.180  C8 1.090
25 H -22.910 -14.670 -21.691  C8 1.090
26 H -20.330 -15.482 -20.197  C9 1.090
27 H -20.933 -16.059 -21.689  C9 1.090
28 H -20.181 -16.991 -18.627  C10 1.090
29 H -20.545 -18.215 -19.838  C10 1.090
30 H -21.628 -18.005 -18.363  C10 1.090
31 C -18.323 -19.557 -17.564  C32 1.589, H37 1.090, H38 1.090, H39 1.090
32 C -18.807 -20.360 -18.847  C31 1.589, C33 1.563, H40 1.090, H41 1.090
33 C -20.040 -21.289 -18.607  C32 1.563, C34 1.490, H42 1.090, H43 1.090
34 C -20.629 -21.735 -19.901  C33 1.490, C35 1.600, H44 1.090, H45 1.090
35 C -21.069 -23.271 -19.987  C34 1.600, C36 1.550, H46 1.090, H47 1.090
36 C -20.019 -24.329 -19.561  C35 1.550, H48 1.090, H49 1.090, H50 1.090
37 H -17.289 -19.229 -17.454  C31 1.090
38 H -18.403 -20.433 -16.919  C31 1.090
39 H -19.037 -18.791 -17.265  C31 1.090
40 H -18.961 -19.639 -19.651  C32 1.090
41 H -18.113 -21.094 -19.258  C32 1.090
42 H -20.783 -20.764 -18.006  C33 1.090
43 H -19.891 -22.195 -18.021  C33 1.090
44 H -21.541 -21.172 -20.098  C34 1.090
45 H -19.901 -21.589 -20.699  C34 1.090
46 H -21.927 -23.352 -19.320  C35 1.090
47 H -21.416 -23.538 -20.986  C35 1.090
48 H -20.297 -25.304 -19.962  C36 1.090
49 H -19.018 -24.076 -19.912  C36 1.090
50 H -19.937 -24.487 -18.486  C36 1.090
51 C -23.450 -27.454 -19.662  C52 1.542, H57 1.090, H58 1.090, H59 1.090
52 C -23.452 -26.432 -20.817  C51 1.542, C53 1.444, H60 1.090, H61 1.090
53 C -24.666 -25.651 -20.843  C52 1.444, C54 1.584, H62 1.090, H63 1.090
54 C -24.640 -24.241 -21.566  C53 1.584, C55 1.455, H64 1.090, H65 1.090
55 C -24.049 -24.008 -22.875  C54 1.455, C56 1.558, H66 1.090, H67 1.090
56 C -24.055 -22.489 -23.220  C55 1.558, H68 1.090, H69 1.090, H70 1.090
57 H -22.471 -27.893 -19.468  C51 1.090
58 H -24.168 -28.258 -19.824  C51 1.090
59 H -23.796 -27.114 -18.686  C51 1.090
60 H -22.548 -25.824 -20.826  C52 1.090
61 H -23.453 -26.924 -21.790  C52 1.090
62 H -25.021 -25.616 -19.813  C53 1.090
63 H -25.414 -26.232 -21.384  C53 1.090
64 H -25.703 -24.000 -21.576  C54 1.090
65 H -24.191 -23.500 -20.905  C54 1.090
66 H -23.036 -24.410 -22.871  C55 1.090
67 H -24.675 -24.421 -23.666  C55 1.090
68 H -23.927 -22.199 -24.263  C56 1.090
69 H -24.903 -21.978 -22.764  C56 1.090
70 H -23.198 -22.075 -22.690  C56 1.090
71 C -22.943 -10.835 -20.181  C72 1.515, H76 1.090, H77 1.090, H78 1.090
72 C -23.527 -9.656 -19.431  C71 1.515, O73 1.211, N74 1.333
73 O -24.588 -9.763 -18.855  C72 1.211
74 N -22.828 -8.552 -19.168  C72 1.333, C75 1.486, H79 1.010
75 C -21.348 -8.421 -19.164  N74 1.486, H80 1.090, H81 1.090, H82 1.090
76 H -22.485 -11.445 -19.402  C71 1.090
77 H -22.309 -10.616 -21.041  C71 1.090
78 H -23.793 -11.421 -20.531  C71 1.090
79 H -23.404 -7.847 -18.729  N74 1.010
80 H -20.908 -9.302 -19.632  C75 1.090
81 H -21.076 -8.478 -18.110  C75 1.090
82 H -20.929 -7.612 -19.761  C75 1.090
83 C -20.370 -12.404 -17.487  C84 1.542, H88 1.090, H89 1.090, H90 1.090
84 C -19.314 -13.498 -17.231  C83 1.542, O85 1.193, N86 1.323
85 O -19.421 -14.637 -17.567  C84 1.193
86 N -18.252 -13.259 -16.479  C84 1.323, C87 1.466, H91 1.010
87 C -17.788 -12.008 -15.871  N86 1.466, H92 1.090, H93 1.090, H94 1.090
88 H -20.654 -12.264 -18.530  C83 1.090
89 H -19.886 -11.444 -17.306  C83 1.090
90 H -21.225 -12.518 -16.821  C83 1.090
91 H -17.520 -13.952 -16.412  N86 1.010
92 H -16.886 -12.181 -15.284  C87 1.090
93 H -18.450 -11.395 -15.260  C87 1.090
94 H -17.497 -11.370 -16.705  C87 1.090
95 C -24.604 -14.500 -24.262  C96 1.466, H100 1.090, H101 1.090, H102 1.090
96 C -23.767 -15.698 -24.383  C95 1.466, O97 1.234, N98 1.345
97 O -24.103 -16.815 -23.980  C96 1.234
98 N -22.562 -15.427 -24.916  C96 1.345, C99 1.488, H103 1.010
99 C -21.587 -16.472 -25.329  N98 1.488, H104 1.090, H105 1.090, H106 1.090
100 H -24.494 -13.935 -25.187  C95 1.090
101 H -24.232 -13.796 -23.517  C95 1.090
102 H -25.664 -14.709 -24.122  C95 1.090
103 H -22.342 -14.498 -25.245  N98 1.010
104 H -21.972 -17.492 -25.354  C99 1.090
105 H -20.983 -16.499 -24.422  C99 1.090
106 H -21.025 -16.074 -26.173  C99 1.090
107 C -17.946 -18.544 -22.823  C108 1.521, H112 1.090, H113 1.090, H114 1.090
108 C -19.290 -19.203 -23.096  C107 1.521, O109 1.202, N110 1.370
109 O -20.022 -19.513 -22.194  C108 1.202
110 N -19.630 -19.535 -24.381  C108 1.370, C111 1.417, H115 1.010
111 C -20.838 -20.162 -24.774  N110 1.417, H116 1.090, H117 1.090, H118 1.090
112 H -17.612 -18.043 -23.732  C107 1.090
113 H -17.216 -19.312 -22.569  C107 1.090
114 H -17.938 -17.877 -21.961  C107 1.090
115 H -18.969 -19.273 -25.098  N110 1.010
116 H -21.311 -19.486 -25.486  C111 1.090
117 H -21.426 -20.561 -23.948  C111 1.090
118 H -20.464 -20.939 -25.441  C111 1.090
119 C -25.933 -18.726 -15.231  O120 1.432, H127 1.090, H128 1.090, H129 1.090
120 O -24.944 -17.881 -14.633  C119 1.432, P121 1.628
121 P -23.403 -18.169 -15.074  O120 1.628, O122 1.517, O123 1.619, O125 1.686
122 O -23.188 -18.171 -16.576  P121 1.517
123 O -22.574 -17.031 -14.275  P121 1.619, C124 1.502
124 C -22.801 -15.586 -14.616  O123 1.502, H130 1.090, H131 1.090, H132 1.090
125 O -22.850 -19.514 -14.221  P121 1.686, C126 1.418
126 C -22.757 -20.758 -14.894  O125 1.418, H133 1.090, H134 1.090, H135 1.090
127 H -26.750 -18.099 -15.588  C119 1.090
128 H -26.256 -19.508 -14.544  C119 1.090
129 H -25.688 -19.316 -16.115  C119 1.090
130 H -22.297 -15.193 -15.500  C124 1.090
131 H -22.592 -14.956 -13.752  C124 1.090
132 H -23.862 -15.450 -14.826  C124 1.090
133 H -23.133 -21.475 -14.164  C126 1.090
134 H -21.717 -21.037 -15.065  C126 1.090
135 H -23.110 -20.682 -15.923  C126 1.090
136 C -27.917 -20.565 -26.826  O137 1.434, H144 1.090, H145 1.090, H146 1.090
137 O -27.866 -19.170 -27.159  C136 1.434, P138 1.632
138 P -28.959 -18.085 -26.621  O137 1.632, O139 1.483, O140 1.641, O142 1.640
139 O -30.383 -18.404 -26.885  P138 1.483
140 O -28.735 -17.950 -25.001  P138 1.641, C141 1.401
141 C -27.477 -17.762 -24.413  O140 1.401, H147 1.090, H148 1.090, H149 1.090
142 O -28.486 -16.578 -27.066  P138 1.640, C143 1.369
143 C -28.917 -15.444 -26.431  O142 1.369, H150 1.090, H151 1.090, H152 1.090
144 H -27.599 -21.146 -27.691  C136 1.090
145 H -28.909 -20.840 -26.469  C136 1.090
146 H -27.212 -20.794 -26.026  C136 1.090
147 H -27.520 -18.389 -23.523  C141 1.090
148 H -27.273 -16.707 -24.233  C141 1.090
149 H -26.702 -18.148 -25.075  C141 1.090
150 H -29.427 -14.837 -27.179  C143 1.090
151 H -28.016 -14.987 -26.021  C143 1.090
152 H -29.585 -15.676 -25.602  C143 1.090
153 C -27.434 -12.084 -19.831  O154 1.426, H161 1.090, H162 1.090, H163 1.090
154 O -28.101 -13.343 -19.877  C153 1.426, P155 1.618
155 P -27.454 -14.719 -20.430  O154 1.618, O156 1.512, O157 1.640, O159 1.630
156 O -26.839 -14.571 -21.804  P155 1.512
157 O -26.435 -15.151 -19.220  P155 1.640, C158 1.365
158 C -26.835 -15.110 -17.915  O157 1.365, H164 1.090, H165 1.090, H166 1.090
159 O -28.548 -15.903 -20.183  P155 1.630, C160 1.398
160 C -28.069 -17.212 -20.292  O159 1.398, H167 1.090, H168 1.090, H169 1.090
161 H -26.398 -12.032 -20.166  C153 1.090
162 H -27.487 -11.624 -18.844  C153 1.090
163 H -27.791 -11.438 -20.634  C153 1.090
164 H -27.898 -15.022 -17.694  C158 1.090
165 H -26.292 -14.323 -17.391  C158 1.090
166 H -26.580 -16.067 -17.460  C158 1.090
167 H -27.021 -17.254 -20.590  C160 1.090
168 H -28.510 -17.445 -21.262  C160 1.090
169 H -28.350 -17.907 -19.501  C160 1.090